(1)
Here is the molecule C5H2N2O3 from the Open Molecules 2025 dataset. Energies are from ωB97M-V/def2-TZVPD.

The LUMO energy comes out at -1.33 eV. As for the SMILES: N#C[C@H]1C(=O)NC(=O)C1=O. Its frontier orbital gap is 9.725 eV.

```
! wB97M-V def2-TZVPD RIJCOSX def2/J DEFGRID3
* xyz 0 1
C 0.511 -0.713 -0.806
C 0.453 1.542 -0.149
C -0.354 0.761 0.878
C -0.194 -0.692 0.540
C -1.385 -1.505 0.589
H 1.451 0.869 -1.907
H 0.565 -1.102 1.254
N 0.921 0.591 -1.061
N -2.363 -2.102 0.553
O 0.706 -1.631 -1.541
O 0.666 2.725 -0.131
O -0.975 1.256 1.780
*
```

(2)
Here is the molecule C5H2N2O3 from the Open Molecules 2025 dataset. Energies are from ωB97M-V/def2-TZVPD.

The LUMO energy (alpha / beta) comes out at -0.72 / -0.72 eV. As for the SMILES: O=NC#CO/C=C\C#[N+][O-]. Its frontier orbital gap (alpha / beta) is 8.318 / 8.316 eV.

```
! wB97M-V def2-TZVPD RIJCOSX def2/J DEFGRID3
* xyz 0 1
C 1.498 -0.871 0.634
C -1.661 0.487 -0.279
C -1.486 -0.049 0.921
C 0.709 -0.446 1.517
C -0.502 1.174 -0.803
N 2.718 -1.373 0.446
N 0.193 1.334 -1.736
O 2.967 -2.002 -0.519
O 0.903 1.965 -2.456
O -0.388 0.140 1.802
H -2.591 0.218 -0.984
H -2.360 -0.578 1.458
*
```

(1) ends up most stable, edging out the next structure by 9.947 eV.

(1)
Here is a cluster of 2 separate species, H2NO2S in total from the Open Molecules 2025 dataset. Energies are from ωB97M-V/def2-TZVPD.

The LUMO energy (alpha / beta) comes out at 3.83 / 3.78 eV. Its frontier orbital gap (alpha / beta) is 7.727 / 7.272 eV.

```
! wB97M-V def2-TZVPD RIJCOSX def2/J DEFGRID3
* xyz -1 1
N 0.334 -1.086 -0.802
O -1.556 -0.435 0.705
O -0.308 1.343 -0.485
S -0.327 -0.001 0.084
H 0.978 -0.625 -1.435
H 0.879 0.804 1.934
*
```

(2)
Here is a cluster of 2 separate species, H2NO2S in total from the Open Molecules 2025 dataset. Energies are from ωB97M-V/def2-TZVPD.

The LUMO energy (alpha / beta) comes out at 2.97 / 3.98 eV. Its frontier orbital gap (alpha / beta) is 5.389 / 8.945 eV.

```
! wB97M-V def2-TZVPD RIJCOSX def2/J DEFGRID3
* xyz -1 1
N -0.142 1.268 -0.368
O -0.687 -1.090 -1.091
O -1.622 -0.205 1.030
S -0.627 -0.137 -0.001
H 0.814 1.081 -0.644
H 2.263 -0.916 1.073
*
```

(1) ends up most stable, edging out the next structure by 0.979 eV.

(1)
Here is a structure of composition C25H16F5N2O2PSSeY from the Open Molecules 2025 dataset. Energies are from ωB97M-V/def2-TZVPD.

The LUMO energy comes out at -4.13 eV. Its frontier orbital gap is 6.710 eV.

```
! wB97M-V def2-TZVPD RIJCOSX def2/J DEFGRID3
* xyz 1 1
Y 1.605 -1.051 0.508
O 0.355 -3.294 1.610
N -0.193 -2.615 0.518
C -1.158 -3.140 -0.120
C -1.760 -2.527 -1.304
C -2.500 -3.401 -2.098
C -3.066 -2.978 -3.291
C -2.898 -1.666 -3.687
C -2.188 -0.775 -2.884
C -1.614 -1.175 -1.687
P -0.804 0.089 -0.625
C -2.019 0.348 0.698
C -3.341 -0.086 0.617
C -4.218 0.167 1.661
C -3.786 0.855 2.786
C -2.473 1.296 2.869
C -1.592 1.041 1.830
C -0.802 1.601 -1.611
C 0.259 1.809 -2.493
C 0.282 2.942 -3.291
C -0.743 3.875 -3.203
C -1.793 3.677 -2.317
C -1.827 2.541 -1.522
H 0.422 -4.240 1.405
H -1.532 -4.115 0.192
H -2.624 -4.429 -1.781
H -3.632 -3.671 -3.899
H -3.330 -1.316 -4.614
H -2.098 0.254 -3.204
H -3.696 -0.613 -0.260
H -5.244 -0.170 1.592
H -4.476 1.049 3.597
H -2.129 1.836 3.742
H -0.571 1.401 1.905
H 1.064 1.087 -2.566
H 1.104 3.100 -3.977
H -0.720 4.762 -3.822
H -2.587 4.408 -2.244
H -2.648 2.392 -0.831
O 2.346 -0.795 -1.703
S 3.062 -2.145 -1.702
N 2.910 -2.852 -0.418
F 7.787 0.990 2.900
C 6.480 0.776 2.931
C 5.792 0.504 1.761
F 6.421 0.453 0.592
C 4.434 0.288 1.842
F 3.780 0.034 0.651
C 3.699 0.319 3.008
Se 1.809 0.027 3.058
C 4.420 0.592 4.162
F 3.801 0.645 5.337
C 5.788 0.819 4.131
F 6.443 1.079 5.254
*
```

(2)
Here is a structure of composition C25H16F5N2O2PSSeY from the Open Molecules 2025 dataset. Energies are from ωB97M-V/def2-TZVPD.

The LUMO energy comes out at -3.15 eV. Its frontier orbital gap is 8.359 eV.

```
! wB97M-V def2-TZVPD RIJCOSX def2/J DEFGRID3
* xyz 1 1
Y 1.557 -1.395 1.894
O 4.604 -0.028 -0.611
N 3.930 0.971 0.097
C 2.540 0.941 -0.257
C 1.723 2.179 -0.241
C 2.267 3.398 -0.608
C 1.479 4.541 -0.574
C 0.157 4.460 -0.167
C -0.386 3.240 0.212
C 0.388 2.086 0.175
P -0.315 0.483 0.706
C -1.061 -0.245 -0.779
C -0.752 0.220 -2.055
C -1.293 -0.406 -3.170
C -2.158 -1.479 -3.016
C -2.471 -1.944 -1.744
C -1.912 -1.343 -0.629
C -1.656 0.890 1.846
C -1.332 1.016 3.197
C -2.313 1.355 4.115
C -3.618 1.561 3.688
C -3.943 1.434 2.345
C -2.965 1.101 1.420
H 5.532 0.117 -0.381
H 2.288 0.182 -0.998
H 3.304 3.451 -0.911
H 1.902 5.494 -0.861
H -0.455 5.351 -0.134
H -1.413 3.191 0.550
H -0.111 1.084 -2.183
H -1.052 -0.041 -4.160
H -2.589 -1.957 -3.886
H -3.140 -2.785 -1.621
H -2.149 -1.722 0.360
H -0.310 0.868 3.534
H -2.062 1.454 5.162
H -4.385 1.819 4.406
H -4.961 1.595 2.014
H -3.222 1.002 0.373
O 2.356 -0.172 3.372
S 2.759 1.176 2.552
N 2.984 0.354 1.019
F 1.548 -3.455 -3.884
C 1.308 -3.540 -2.586
C 2.256 -3.126 -1.671
F 3.425 -2.645 -2.070
C 1.953 -3.226 -0.324
F 2.937 -2.797 0.556
C 0.751 -3.699 0.187
Se 0.311 -3.823 2.055
C -0.172 -4.108 -0.777
F -1.352 -4.582 -0.399
C 0.097 -4.044 -2.131
F -0.807 -4.449 -3.009
*
```

(1) ends up most stable, edging out the next structure by 1.861 eV.